[1]
Formula: C40H39N8OS3Y
Source: the OMol25 dataset
Level of theory: ωB97M-V with the def2-TZVPD basis set

Last column: Löwdin charge in e.
Positions of all 92 atoms, in Å:
Y (-0.051, -0.049, -0.062)  1.2885
S (-2.437, 3.093, 3.102)  1.0910
C (-3.673, 2.036, 2.504)  -0.4738
C (-5.041, 2.065, 2.755)  -0.1036
C (-5.831, 1.101, 2.153)  -0.0991
C (-5.255, 0.128, 1.328)  -0.0814
C (-3.895, 0.102, 1.087)  -0.0322
C (-3.090, 1.077, 1.672)  -0.2896
N (-1.713, 1.203, 1.517)  0.0406
C (-1.237, 2.187, 2.207)  -0.5137
C (0.194, 2.517, 2.239)  -0.2748
C (0.667, 3.532, 3.080)  -0.0847
C (2.019, 3.812, 3.119)  -0.1110
C (2.883, 3.069, 2.317)  -0.0997
C (2.386, 2.071, 1.491)  -0.1515
C (1.022, 1.748, 1.405)  -0.1644
H (-5.473, 2.818, 3.402)  0.0998
H (-6.900, 1.097, 2.328)  0.0951
H (-5.887, -0.624, 0.872)  0.1028
H (-3.440, -0.668, 0.474)  0.0588
H (-0.016, 4.095, 3.711)  0.0760
H (2.401, 4.590, 3.768)  0.0900
H (3.948, 3.275, 2.342)  0.0922
H (3.098, 1.519, 0.880)  0.0816
O (-1.112, 1.563, -1.250)  -0.3208
N (-2.388, 1.655, -1.577)  -0.1988
C (-2.993, 2.853, -1.427)  -0.0347
C (-4.299, 3.040, -1.770)  -0.0775
C (-5.008, 1.952, -2.294)  -0.0874
C (-4.389, 0.736, -2.420)  -0.0993
C (-3.048, 0.533, -2.015)  -0.7113
S (-2.257, -0.960, -1.978)  0.6530
H (-2.349, 3.616, -1.015)  0.1359
H (-4.756, 4.009, -1.628)  0.0978
H (-6.044, 2.065, -2.586)  0.1010
H (-4.914, -0.129, -2.800)  0.0996
N (2.965, -4.622, -5.125)  0.0069
C (2.834, -4.880, -3.753)  -0.8686
S (3.559, -6.272, -3.121)  0.4630
C (2.136, -3.908, -2.993)  -0.2747
C (1.691, -2.663, -3.546)  -0.0374
C (1.087, -1.728, -2.753)  -0.2322
N (0.873, -1.877, -1.423)  -0.1231
C (1.197, -3.102, -0.908)  -0.1757
C (1.812, -4.091, -1.614)  -0.0552
H (3.289, -5.441, -5.617)  0.0459
H (2.155, -4.205, -5.560)  0.0624
H (1.849, -2.417, -4.587)  0.0895
H (0.755, -0.788, -3.180)  0.0909
H (0.942, -3.245, 0.135)  0.0899
H (2.056, -5.030, -1.136)  0.0728
N (3.646, -1.316, -0.234)  0.1469
C (3.261, -1.435, 1.091)  -0.3766
C (4.170, -1.883, 2.058)  -0.0266
C (3.764, -1.954, 3.370)  -0.0808
C (2.467, -1.575, 3.701)  -0.0720
C (1.640, -1.147, 2.687)  -0.1459
N (2.013, -1.074, 1.401)  0.0604
H (4.374, -1.956, -0.512)  0.1019
H (2.847, -1.376, -0.857)  0.0359
H (5.168, -2.172, 1.754)  0.1063
H (4.449, -2.306, 4.132)  0.1016
H (2.100, -1.613, 4.718)  0.0966
H (0.618, -0.855, 2.895)  0.0865
N (4.350, 4.090, -3.466)  0.1021
C (3.478, 3.172, -2.907)  -0.3261
C (3.659, 1.801, -3.070)  -0.0137
C (2.787, 0.931, -2.448)  -0.1441
N (1.762, 1.304, -1.678)  0.0332
C (1.591, 2.627, -1.538)  -0.1523
C (2.401, 3.578, -2.120)  -0.0112
H (4.885, 3.765, -4.254)  0.0886
H (3.991, 5.023, -3.584)  0.0881
H (4.471, 1.409, -3.671)  0.1093
H (2.922, -0.133, -2.599)  0.0823
H (0.755, 2.937, -0.927)  0.0896
H (2.200, 4.629, -1.948)  0.1096
C (-3.871, -3.818, 1.897)  -0.0567
C (-2.598, -3.494, 2.694)  -0.6422
C (-2.991, -2.857, 4.034)  -0.0624
C (-1.809, -4.785, 2.947)  -0.0653
C (-1.775, -2.546, 1.922)  -0.1685
C (-1.125, -1.758, 1.246)  -0.1434
H (-4.492, -4.539, 2.441)  0.0775
H (-3.614, -4.236, 0.923)  0.0866
H (-4.454, -2.910, 1.732)  0.0663
H (-3.620, -3.541, 4.614)  0.0765
H (-3.543, -1.929, 3.866)  0.0761
H (-2.101, -2.621, 4.620)  0.0790
H (-2.411, -5.494, 3.526)  0.0757
H (-0.893, -4.570, 3.501)  0.0791
H (-1.530, -5.252, 2.002)  0.0834

Its HOMO energy (alpha / beta) is -2.720 / -4.793 eV. Its expectation value of S² is 0.76. The charge is -1. The value obtained for the largest force on an atom is 0.6 eV Å⁻¹. The spin multiplicity is 2. As for the molar mass: 832.9 g mol⁻¹. For the orbital gap (alpha / beta), the calculation gives 0.1804 / 0.2566 hartree. The LUMO energy (alpha / beta) comes out at 0.0805 / 0.0805 Eh. As for the energy: -3294.0004 hartree. The value obtained for the energy above the lowest of the compared OMol25 structures with the same formula, charge and spin is 44.09 kJ/mol.


[2]
Formula: C3H4O2Ru
Source: the OMol25 dataset
Level of theory: ωB97M-V with the def2-TZVPD basis set

Last column: Löwdin charge in e.
Positions of all 10 atoms, in Å:
O (2.168, 0.286, 0.045)  -0.0134
Ru (0.327, 0.957, -0.040)  1.9630
O (4.325, 0.278, 0.066)  0.5015
C (3.269, -0.089, -0.224)  -0.1001
C (-1.372, -0.779, 0.282)  0.0662
C (-1.954, 0.323, -0.233)  0.0207
H (-1.003, -1.580, -0.366)  0.1396
H (-1.291, -0.922, 1.364)  0.1419
H (-2.093, 0.431, -1.313)  0.1414
H (-2.377, 1.096, 0.419)  0.1391

Its HOMO energy (alpha / beta) is -27.642 / -27.642 eV. Its expectation value of S² is 8.76. The charge is +3. The value obtained for the largest force on an atom is 7.6 eV Å⁻¹. The spin multiplicity is 6. As for the molar mass: 173.1 g mol⁻¹. For the orbital gap (alpha / beta), the calculation gives 0.4066 / 0.2616 hartree. The LUMO energy (alpha / beta) comes out at -0.6093 / -0.7542 Eh. As for the energy: -360.3982 hartree. The value obtained for the energy above the lowest of the compared OMol25 structures with the same formula, charge and spin is 182.34 kJ/mol.


[3]
Formula: C2H3NO2S
Source: the OMol25 dataset
Level of theory: ωB97M-V with the def2-TZVPD basis set

Last column: Löwdin charge in e.
Positions of all 9 atoms, in Å:
N (0.840, 0.940, 2.454)  0.1274
C (0.307, 0.366, 1.636)  -0.1934
C (-0.541, -0.477, 0.387)  -0.1772
S (0.294, 0.041, -1.076)  0.5992
O (0.225, 1.470, -1.190)  -0.3267
O (1.536, -0.638, -1.206)  -0.3301
H (-1.323, 0.356, 0.517)  0.1085
H (-0.795, -1.534, 0.528)  0.0988
H (-0.543, -0.523, -2.050)  0.0935

Its HOMO energy is -12.007 eV. The charge is 0. The value obtained for the largest force on an atom is 6.2 eV Å⁻¹. As for the molar mass: 105.1 g mol⁻¹. As for the SMILES: N#CC[SH](=O)=O. For the orbital gap, the calculation gives 0.4431 hartree. The LUMO energy comes out at 0.0019 Eh. As for the energy: -681.3247 hartree. The value obtained for the energy above the lowest of the compared OMol25 structures with the same formula, charge and spin is 353.48 kJ/mol.


[4]
Formula: CHCl4OP
Source: the OMol25 dataset
Level of theory: ωB97M-V with the def2-TZVPD basis set

Last column: Löwdin charge in e.
Positions of all 8 atoms, in Å:
C (-1.535, 0.102, -0.100)  -1.1653
O (1.846, -0.047, -1.284)  -0.4735
P (1.264, 0.025, 0.050)  -0.0781
Cl (-1.862, 1.758, -0.304)  0.5927
Cl (-1.765, -0.909, -1.424)  0.6338
Cl (2.404, 1.190, 1.244)  0.2592
Cl (1.360, -1.820, 0.933)  0.2164
H (-1.711, -0.299, 0.885)  0.0146

Its HOMO energy (alpha / beta) is -9.414 / -9.184 eV. The charge is 0. The value obtained for the largest force on an atom is 1.7 eV Å⁻¹. As for the molar mass: 201.8 g mol⁻¹. For the orbital gap (alpha / beta), the calculation gives 0.2863 / 0.2513 hartree. The LUMO energy (alpha / beta) comes out at -0.0596 / -0.0862 Eh. As for the energy: -2296.0568 hartree. The value obtained for the energy above the lowest of the compared OMol25 structures with the same formula, charge and spin is 171.01 kJ/mol.


What did the fourth record say?
Formula: CHCl4OP
Source: the OMol25 dataset
Level of theory: ωB97M-V with the def2-TZVPD basis set

Last column: Löwdin charge in e.
Positions of all 8 atoms, in Å:
C (-1.535, 0.102, -0.100)  -1.1653
O (1.846, -0.047, -1.284)  -0.4735
P (1.264, 0.025, 0.050)  -0.0781
Cl (-1.862, 1.758, -0.304)  0.5927
Cl (-1.765, -0.909, -1.424)  0.6338
Cl (2.404, 1.190, 1.244)  0.2592
Cl (1.360, -1.820, 0.933)  0.2164
H (-1.711, -0.299, 0.885)  0.0146

Its HOMO energy (alpha / beta) is -9.414 / -9.184 eV. The charge is 0. The value obtained for the largest force on an atom is 1.7 eV Å⁻¹. As for the molar mass: 201.8 g mol⁻¹. For the orbital gap (alpha / beta), the calculation gives 0.2863 / 0.2513 hartree. The LUMO energy (alpha / beta) comes out at -0.0596 / -0.0862 Eh. As for the energy: -2296.0568 hartree. The value obtained for the energy above the lowest of the compared OMol25 structures with the same formula, charge and spin is 171.01 kJ/mol.


Which formula does entry 2 have? C3H4O2Ru


Among the records above, which one has the highest energy above the lowest of the compared OMol25 structures with the same formula, charge and spin? C2H3NO2S